(1)
The following is a quantum chemistry calculation of one molecule with the formula C5H6N2, from OMol25.

The geometry in XYZ format:
```
13
C5H6N2 | OMol25 | ωB97M-V/def2-TZVPD
C 0.222 1.294 -0.491
C 0.074 0.098 0.386
C -0.538 -0.841 -0.340
C -1.188 -0.994 -1.665
C 0.665 0.046 1.730
N -0.224 1.152 -1.681
N -1.027 -1.997 -0.878
H 0.770 2.077 -0.051
H 1.711 -0.287 1.565
H 0.820 1.057 1.974
H 0.066 -0.643 2.368
H -0.024 1.923 -2.394
H -1.329 -2.884 -0.524
```

Total charge = 0
HOMO level = -8.28 eV
LUMO energy = 0.811 eV
Energy relative to the best compared isomer or geometry (same formula, charge and spin) = 146.0 kcal/mol



(2)
The following is a quantum chemistry calculation of an isolated ion of composition C4H6N5O2 and charge +1, from OMol25.

The geometry in XYZ format:
```
17
C4H6N5O2 | OMol25 | ωB97M-V/def2-TZVPD
C -1.596 3.418 -0.141
C -0.736 1.454 -0.142
C 1.233 -1.459 0.442
C 1.526 -2.782 1.545
N -1.195 3.179 1.084
N -0.656 1.903 1.061
N 0.543 -0.271 0.512
N -1.381 2.340 -1.014
N -0.213 0.241 -0.427
O 2.643 -2.590 2.258
O 0.642 -3.597 1.485
H -2.063 4.272 -0.367
H 2.278 -0.950 0.539
H 1.175 -1.934 -0.574
H -1.862 2.148 -1.841
H 2.891 -3.382 2.821
H -0.247 -0.210 -1.306
```

Total charge = +1
HOMO level (alpha / beta) = -12.17 / -13.80 eV
LUMO energy (alpha / beta) = -3.346 / -8.530 eV
Spin multiplicity = 3
Energy relative to the best compared isomer or geometry (same formula, charge and spin) = 38.4 kcal/mol



(3)
The following is a quantum chemistry calculation of one molecule with the formula C18H30FN2O6PS, from OMol25.

The geometry in XYZ format:
```
59
C18H30FN2O6PS | OMol25 | ωB97M-V/def2-TZVPD
C -4.440 -2.744 0.577
C -3.819 -2.334 -0.745
H -4.482 -2.567 -1.583
H -2.859 -2.846 -0.889
O -3.608 -0.928 -0.808
P -2.240 -0.227 -0.330
S -0.707 -1.416 -0.519
O -2.236 1.089 -1.224
C -2.022 0.999 -2.642
C -1.721 2.387 -3.171
H -1.592 2.337 -4.248
H -2.540 3.062 -2.938
H -0.806 2.770 -2.727
H -2.927 0.587 -3.101
H -1.190 0.316 -2.838
H -5.389 -2.234 0.723
H -4.607 -3.818 0.584
H -3.769 -2.479 1.391
C -2.691 0.572 1.288
O -2.703 -0.503 2.196
H -2.813 -0.159 3.092
C -1.758 1.703 1.687
C -0.323 1.221 1.886
H -0.325 0.380 2.583
C 0.594 2.319 2.425
C 0.991 3.356 1.369
H 0.214 3.447 0.610
H 1.112 4.333 1.839
C 2.317 3.033 0.679
N 2.283 1.787 -0.080
C 2.863 0.677 0.497
O 3.351 0.700 1.607
N 2.868 -0.470 -0.271
C 2.346 -0.501 -1.520
C 1.785 0.596 -2.061
C 1.696 1.851 -1.343
O 1.192 2.877 -1.750
F 1.283 0.550 -3.312
H 2.416 -1.432 -2.059
C 3.499 -1.665 0.323
O 4.056 -2.458 -0.674
C 3.367 -3.706 -0.769
C 2.078 -3.557 0.034
H 1.268 -3.168 -0.582
H 1.761 -4.498 0.476
C 2.473 -2.518 1.081
H 2.954 -2.984 1.940
H 1.629 -1.924 1.417
H 4.013 -4.484 -0.343
H 3.202 -3.929 -1.825
H 4.286 -1.272 0.979
H 2.556 3.831 -0.029
H 3.114 2.935 1.418
H 0.086 2.818 3.253
H 1.500 1.860 2.824
H 0.057 0.851 0.932
H -1.802 2.465 0.908
H -2.129 2.148 2.618
H -3.712 0.964 1.145
```

Total charge = 0
HOMO level = -8.59 eV
LUMO energy = 0.588 eV
SMILES string = CCOP(=S)(OCC)[C@@H](O)CCCCCn1c(=O)c(F)cn([C@H]2CCCO2)c1=O
Energy relative to the best compared isomer or geometry (same formula, charge and spin) = 3.5 kcal/mol



(4)
The following is a quantum chemistry calculation of C27H26N4O4PtS as an isolated structure, from OMol25.

The geometry in XYZ format:
```
63
C27H26N4O4PtS | OMol25 | ωB97M-V/def2-TZVPD
Pt 0.811 -1.677 -0.345
O 0.412 -3.882 -0.508
N 1.411 -4.677 -0.829
C 1.147 -6.008 -0.911
C 2.128 -6.908 -1.209
C 3.432 -6.462 -1.456
C 3.682 -5.100 -1.401
C 2.671 -4.201 -1.093
S 2.995 -2.497 -1.043
H 0.124 -6.274 -0.703
H 1.885 -7.956 -1.243
H 4.221 -7.157 -1.675
H 4.670 -4.710 -1.585
C 1.403 3.398 1.940
O 0.273 2.946 1.226
C -0.818 3.760 1.125
C -0.915 5.018 1.704
C -2.041 5.804 1.514
C -3.090 5.343 0.729
C -3.022 4.086 0.163
C -1.907 3.267 0.360
N -1.881 2.020 -0.237
C -1.027 0.962 0.053
N -1.013 0.644 1.385
C -0.268 -0.179 2.196
C 0.583 -1.180 1.679
C 1.201 -2.075 2.533
C 1.003 -2.019 3.915
C 0.213 -1.021 4.433
C -0.420 -0.081 3.616
O -1.122 0.815 4.361
C -1.860 1.919 3.905
N -0.482 0.212 -0.912
C -0.401 0.597 -2.204
C -0.492 1.933 -2.689
C -0.470 2.208 -4.032
C -0.324 1.181 -4.964
C -0.141 -0.128 -4.531
C -0.167 -0.436 -3.186
O -0.020 -1.688 -2.689
C 0.167 -2.763 -3.591
H 2.129 2.591 1.870
H 1.171 3.579 2.995
H 1.822 4.306 1.498
H -0.098 5.397 2.296
H -2.087 6.779 1.972
H -3.954 5.964 0.560
H -3.832 3.718 -0.449
H -2.490 1.896 -1.036
H -1.656 1.240 1.885
H 1.851 -2.843 2.132
H 1.471 -2.745 4.559
H 0.054 -0.921 5.495
H -2.150 2.452 4.812
H -2.782 1.621 3.388
H -1.271 2.605 3.287
H -0.520 2.745 -1.984
H -0.543 3.229 -4.372
H -0.315 1.397 -6.020
H 0.027 -0.897 -5.265
H 0.147 -3.665 -2.986
H 1.125 -2.683 -4.115
H -0.647 -2.799 -4.317
```

Total charge = +1
HOMO level (alpha / beta) = -10.26 / -10.33 eV
LUMO energy (alpha / beta) = -4.032 / -4.521 eV
Spin multiplicity = 2
Energy relative to the best compared isomer or geometry (same formula, charge and spin) = 34.7 kcal/mol



(5)
The following is a quantum chemistry calculation of C11H14N2O2Sm as an isolated structure, from OMol25.

The geometry in XYZ format:
```
30
C11H14N2O2Sm | OMol25 | ωB97M-V/def2-TZVPD
C -1.478 2.510 -0.969
C -2.473 1.604 -1.433
C -1.835 0.612 -2.233
C -0.443 0.904 -2.260
C -0.220 2.073 -1.475
Sm -0.928 0.415 0.036
N 0.012 0.918 1.389
C -2.110 0.030 2.201
C -2.979 -0.101 1.143
H -2.328 -0.229 -2.725
H -3.543 1.669 -1.233
H 0.326 0.319 -2.766
H 0.746 2.544 -1.286
H -1.641 3.371 -0.318
H -3.702 0.687 0.913
H -2.120 0.920 2.837
H 0.472 1.379 2.183
H -3.096 -1.065 0.635
H -1.522 -0.819 2.557
O 2.294 -0.203 -1.846
C 2.270 -0.825 -0.803
C 3.402 -1.695 -0.360
C 2.920 -2.205 1.002
C 1.594 -1.535 1.138
O 0.862 -1.689 2.101
N 1.255 -0.770 0.084
H 3.556 -2.530 -1.077
H 4.326 -1.087 -0.256
H 2.782 -3.308 0.999
H 3.601 -1.892 1.822
```

Total charge = -1
HOMO level (alpha / beta) = -3.81 / -4.06 eV
LUMO energy (alpha / beta) = 2.877 / 2.870 eV
Spin multiplicity = 6
Energy relative to the best compared isomer or geometry (same formula, charge and spin) = 71.7 kcal/mol



(6)
The following is a quantum chemistry calculation of C5H3CrO6 as an isolated structure, from OMol25.

The geometry in XYZ format:
```
15
C5H3CrO6 | OMol25 | ωB97M-V/def2-TZVPD
O -0.976 4.129 -1.645
C -0.232 3.289 -1.876
Cr 0.218 -1.039 -0.496
O -0.131 1.468 1.125
C 0.021 0.420 0.605
C -0.206 -2.643 0.364
O -0.586 -3.593 0.930
C 1.813 -0.406 -1.247
O 2.830 0.048 -1.627
C -1.067 -0.245 -1.568
O -1.878 0.421 -2.087
H 0.045 2.085 -1.673
O 0.409 -1.247 2.882
H -0.084 -2.085 2.977
H -0.177 -0.602 3.336
```

Total charge = +2
HOMO level (alpha / beta) = -17.83 / -17.76 eV
LUMO energy (alpha / beta) = -11.754 / -11.807 eV
Spin multiplicity = 4
Energy relative to the best compared isomer or geometry (same formula, charge and spin) = 39.6 kcal/mol



Short version: maximum force = 4.05; 5.17; 1.02; 4.83; 11.26; 9.64 eV/Å, in the order given.